<a>
A cluster of 2 separate species, CH2N2O in total. Source: the OMol25 dataset; level of theory: ωB97M-V/def2-TZVPD.

Last column: Löwdin charge in e.
Cartesian coordinates (Å):
C -1.339 0.068 -1.389  -0.252
N -2.020 -0.487 -2.091  -0.096
N 0.889 0.094 0.943  0.027
O 0.350 0.990 0.238  -0.042
H 0.548 -0.303 1.950  0.228
H 1.573 -0.363 0.349  0.135

Properties
HOMO-LUMO gap (spin up / spin down) ... 6.54 / 6.55 eV



<b>
A cluster of 2 separate species, CH2N2O in total. Source: the OMol25 dataset; level of theory: ωB97M-V/def2-TZVPD.

Last column: Löwdin charge in e.
Cartesian coordinates (Å):
C 0.510 -0.411 -0.725  -0.070
N -0.994 0.157 1.522  -0.004
N -0.767 -0.919 1.479  0.038
O 0.347 0.873 -0.748  -0.074
H 0.898 -0.935 -1.668  0.028
H 0.005 1.236 0.140  0.082

Properties
HOMO-LUMO gap ... 8.93 eV



<b> wins, 4.141 eV ahead of the next structure.



<a>
An isolated molecule of C21H23NO4. Source: the OMol25 dataset; level of theory: ωB97M-V/def2-TZVPD.

Last column: Löwdin charge in e.
Cartesian coordinates (Å):
C -6.865 -1.541 0.514  -0.106
C -7.288 -0.220 1.145  -0.266
C -6.828 1.014 0.367  -0.213
C -5.303 1.154 0.283  -0.169
C -4.745 0.644 -1.045  -0.166
H -5.068 -0.384 -1.227  0.115
H -5.062 1.284 -1.872  0.133
O -3.319 0.689 -1.062  0.001
C -2.682 -0.335 -0.483  -0.443
O -3.246 -1.277 0.020  0.111
C -1.206 -0.189 -0.539  -0.117
C -0.597 0.942 -1.076  0.007
C 0.780 1.036 -1.112  0.014
C 1.557 0.002 -0.602  -0.163
C 0.957 -1.129 -0.059  0.015
C -0.420 -1.221 -0.034  0.009
H -0.909 -2.090 0.381  0.122
H 1.564 -1.930 0.330  0.117
N 2.970 0.103 -0.633  0.111
C 3.659 1.261 -0.289  -0.370
O 3.146 2.286 0.069  0.131
C 5.138 0.975 -0.416  -0.119
C 5.231 -0.477 -0.881  -0.119
C 3.801 -0.952 -0.999  -0.370
O 3.423 -2.038 -1.344  0.132
H 5.753 -0.637 -1.825  0.165
C 5.968 -1.179 0.296  -0.213
C 7.364 -0.605 0.273  -0.039
C 7.284 0.656 0.676  -0.038
H 8.067 1.389 0.736  0.108
C 5.834 0.947 0.975  -0.213
H 5.621 1.819 1.587  0.148
C 5.384 -0.423 1.495  -0.078
H 5.872 -0.691 2.430  0.127
H 4.306 -0.525 1.609  0.124
H 8.227 -1.142 -0.073  0.108
H 5.880 -2.261 0.283  0.148
H 5.601 1.711 -1.074  0.165
H 1.255 1.911 -1.527  0.117
H -1.206 1.741 -1.467  0.120
H -4.838 0.592 1.095  0.115
H -5.010 2.200 0.393  0.115
H -7.246 0.984 -0.642  0.110
H -7.238 1.896 0.863  0.105
H -6.892 -0.165 2.162  0.107
H -8.379 -0.192 1.216  0.102
H -7.223 -1.607 -0.511  0.075
H -7.288 -2.372 1.075  0.070
H -5.784 -1.651 0.519  0.054

Properties
Structure (SMILES) ... CCCCCOC(=O)c1ccc(N2C(=O)[C@@H]3[C@H](C2=O)[C@H]2C=C[C@@H]3C2)cc1
HOMO-LUMO gap ... 9.68 eV



<b>
An isolated molecule of C21H23NO4. Source: the OMol25 dataset; level of theory: ωB97M-V/def2-TZVPD.

Last column: Löwdin charge in e.
Cartesian coordinates (Å):
C -2.907 -1.594 -0.311  0.034
C -2.896 -1.050 -1.715  -0.482
C -4.210 -1.364 -2.459  0.022
O -2.804 0.404 -1.751  0.075
C -1.739 0.991 -1.143  -0.393
O -1.897 1.938 -0.403  0.144
C -0.362 0.405 -1.470  -0.205
C 0.460 1.584 -2.315  0.003
C 1.276 2.446 -1.371  -0.233
C 2.639 2.113 -1.134  -0.064
C 3.222 2.366 0.109  -0.092
C 2.506 3.063 1.085  -0.088
C 1.224 3.541 0.805  -0.066
C 0.637 3.286 -0.440  -0.044
C -0.555 -0.812 -2.391  -0.348
O 0.316 -1.116 -3.183  0.117
O -1.708 -1.541 -2.363  0.099
H -2.337 -0.912 0.321  0.057
H -3.922 -1.688 0.087  0.103
H -2.444 -2.582 -0.292  0.116
H -4.223 -0.929 -3.465  0.095
H -4.431 -2.438 -2.528  0.099
H -5.045 -0.919 -1.895  0.099
H 1.114 1.044 -3.012  0.118
H -0.281 2.170 -2.878  0.134
H 3.165 1.484 -1.865  0.121
H 4.213 1.958 0.343  0.107
H 2.944 3.229 2.069  0.102
H 0.662 4.084 1.574  0.111
H -0.360 3.672 -0.655  0.110
C 1.960 -1.692 -0.501  -0.040
N 0.714 -1.207 0.158  -0.093
C 0.662 -1.321 1.576  -0.223
C -0.538 -1.037 2.269  -0.024
C -0.608 -1.294 3.637  -0.084
C 0.530 -1.690 4.343  -0.105
C 1.750 -1.780 3.678  -0.091
C 1.830 -1.574 2.306  -0.034
C 0.347 0.139 -0.278  -0.156
H 2.284 -2.613 -0.008  0.089
H 1.742 -1.914 -1.550  0.079
H 2.790 -0.979 -0.402  0.087
H -1.387 -0.605 1.737  0.086
H -1.557 -1.130 4.148  0.104
H 0.467 -1.883 5.415  0.099
H 2.663 -1.972 4.222  0.099
H 2.788 -1.559 1.786  0.102
H -0.063 0.715 0.544  0.140
H 1.365 0.561 -0.433  0.111

Properties
Structure (SMILES) ... CN(CC1(Cc2ccccc2)C(=O)OC(C)(C)OC1=O)c1ccccc1
HOMO-LUMO gap ... 8.75 eV



<a> wins, 2.387 eV ahead of the next structure.